Formula: C4H8ClN
Source: the OMol25 dataset
Level of theory: ωB97M-V with the def2-TZVPD basis set

Structure (ORCA input):
```
! wB97M-V def2-TZVPD RIJCOSX def2/J DEFGRID3
* xyz 0 1
C 1.4667 0.7497 0.2157
C -2.0403 0.5437 -0.6404
C -0.4950 -0.7912 0.6481
C -1.0534 -0.6528 -0.5316
N 2.2680 -0.0038 0.7114
Cl 4.0853 -0.3704 -0.1868
H 1.8692 1.3226 -0.6378
H -3.1124 0.3506 -0.3140
H -2.2227 0.9560 -1.5125
H -1.5115 1.3393 -0.0298
H 0.2698 -1.5549 0.7915
H 2.2901 -0.6163 1.5016
H -0.9057 -0.0821 1.3910
H -0.9083 -1.1904 -1.4063
*
```

Total energy = -18285.2110 eV
Energy above the lowest of the compared OMol25 structures with the same formula, charge and spin = 105.2 kcal/mol

Results of the Löwdin charge analysis, in e, for atoms 1 through 8: -0.037, -0.098, -0.100, -0.220, -0.250, 0.153, 0.084, 0.098

***

Formula: C4H8ClN
Source: the OMol25 dataset
Level of theory: ωB97M-V with the def2-TZVPD basis set

Structure (ORCA input):
```
! wB97M-V def2-TZVPD RIJCOSX def2/J DEFGRID3
* xyz 0 1
C -2.2439 0.9117 -0.1212
C -1.0037 0.3308 0.4748
N 0.0580 0.5149 -0.1457
C 1.3123 -0.0923 0.3453
C 1.5893 -1.2693 -0.5276
Cl 2.6215 1.1632 0.2126
H -2.2656 1.9935 0.2318
H -3.0336 0.2261 0.0952
H -2.0060 1.0357 -1.1918
H -1.1393 -0.0888 1.4018
H 1.2835 -0.1272 1.4208
H 0.9252 -2.0672 -0.3576
H 1.3267 -0.9443 -1.4964
H 2.5757 -1.5868 -0.3422
*
```

Structure (SMILES) = C/C=N/[C@@H](C)Cl
Total energy = -18289.2385 eV
Energy above the lowest of the compared OMol25 structures with the same formula, charge and spin = 12.3 kcal/mol

Results of the Löwdin charge analysis, in e, for atoms 1 through 8: -0.070, -0.247, 0.001, -0.743, -0.107, 0.552, 0.106, 0.059

***

Formula: C4H8ClN
Source: the OMol25 dataset
Level of theory: ωB97M-V with the def2-TZVPD basis set

Structure (ORCA input):
```
! wB97M-V def2-TZVPD RIJCOSX def2/J DEFGRID3
* xyz 0 1
C -1.1103 -1.1210 1.4227
C -0.2709 -0.6295 0.5464
Cl 1.3405 -1.1324 0.9116
C -0.5216 0.1577 -0.7296
C -0.1474 1.4569 -0.8404
N -0.5418 2.1229 -2.1158
H -2.2983 -1.1887 1.2818
H -0.7929 -1.6581 2.2957
H -1.5578 0.0818 -0.5867
H -0.0545 -0.5462 -1.5111
H 0.8792 1.6837 -0.4779
H -0.6877 1.9317 0.0919
H -1.5461 1.5617 -2.4210
H -0.6367 3.3405 -1.7553
*
```

Structure (SMILES) = C=C(Cl)CCN
Total energy = -18286.5680 eV
Energy above the lowest of the compared OMol25 structures with the same formula, charge and spin = 73.9 kcal/mol

Results of the Löwdin charge analysis, in e, for atoms 1 through 8: -0.070, -0.750, 0.657, -0.329, -0.443, -0.072, 0.120, 0.039

***

Formula: C4H8ClN3
Source: the OMol25 dataset
Level of theory: ωB97M-V with the def2-TZVPD basis set

Structure (ORCA input):
```
! wB97M-V def2-TZVPD RIJCOSX def2/J DEFGRID3
* xyz 0 1
N 0.9611 -0.3936 2.8839
N 0.7244 -0.0513 1.5770
C -0.4769 0.0802 1.1689
C -0.6717 0.6912 -0.2200
N -1.3332 -0.3668 -0.9570
C -0.2521 -0.5057 -2.0846
C 0.5533 0.4982 -1.1323
Cl 1.3757 1.9896 -1.7651
H 2.0677 -0.6175 2.8500
H 0.3894 -1.3139 3.1885
H -1.2411 0.0457 1.9014
H -1.0548 1.7703 -0.2878
H -2.2411 -0.1653 -1.4008
H -0.4381 -0.0486 -3.0887
H 0.2841 -1.6069 -2.1698
H 1.3532 -0.0056 -0.4638
*
```

Structure (SMILES) = N/N=C/[C@@H]1NC[C@H]1Cl
Total energy = -21266.8142 eV
Energy above the lowest of the compared OMol25 structures with the same formula, charge and spin = 83.9 kcal/mol

Results of the Löwdin charge analysis, in e, for atoms 1 through 8: -0.061, -0.116, -0.125, -0.362, -0.042, -0.128, -0.659, 0.530

***

Formula: C4H8ClN4
Source: the OMol25 dataset
Level of theory: ωB97M-V with the def2-TZVPD basis set

Structure (ORCA input):
```
! wB97M-V def2-TZVPD RIJCOSX def2/J DEFGRID3
* xyz 1 1
C 1.3081 -2.3172 1.3977
C 0.3081 0.4892 -0.5808
C 1.6089 -0.9067 0.9689
C -0.8306 -3.2490 0.7034
N 0.2230 -2.8885 1.1969
N -0.0870 1.4605 -1.0885
N 0.5156 -0.3901 0.2255
N -1.3036 3.8459 -1.6362
Cl -1.0430 -4.1190 -0.7786
H 2.0019 -2.7864 2.1077
H 1.5553 -0.3614 2.0349
H 2.6843 -0.8104 0.5944
H -1.7574 -3.0350 1.2128
H -0.5675 2.3784 -1.3261
H -0.8303 4.5656 -2.1472
H -1.6038 4.2255 -0.7355
H -2.1820 3.8986 -2.1492
*
```

Total energy = -22751.2500 eV
Energy above the lowest of the compared OMol25 structures with the same formula, charge and spin = 78.9 kcal/mol

Results of the Löwdin charge analysis, in e, for atoms 1 through 8: 0.001, -0.317, -0.170, -0.471, 0.091, 0.219, 0.037, 0.028

***

Formula: C4H8ClNO
Source: the OMol25 dataset
Level of theory: ωB97M-V with the def2-TZVPD basis set

Structure (ORCA input):
```
! wB97M-V def2-TZVPD RIJCOSX def2/J DEFGRID3
* xyz 0 1
C -1.1262 -1.5986 -1.5091
C -0.4629 -0.6049 -1.2770
N 0.3302 0.5070 -1.1894
C 1.2325 0.6350 -0.0752
C 0.4771 0.7292 1.3818
O 2.2275 -0.4307 -0.0198
H -2.0289 -2.0212 -1.6610
H 0.7739 1.0254 -2.0005
H 1.6822 1.5840 -0.2032
H -0.3744 1.3449 1.1858
H 1.1795 1.2360 2.0037
H 0.2800 -0.2247 1.7172
H 1.7187 -1.3140 -0.1958
Cl -2.7039 -0.9589 1.1483
H -3.2053 0.0914 0.6942
*
```

Structure (SMILES) = C#CN[C@@H](C)O.Cl
Total energy = -20334.6921 eV
Energy above the lowest of the compared OMol25 structures with the same formula, charge and spin = 70.5 kcal/mol

Results of the Löwdin charge analysis, in e, for atoms 1 through 8: 0.056, -0.229, -0.001, -0.397, -0.014, -0.074, -0.021, 0.171

***

Formula: C4H8ClNSi
Source: the OMol25 dataset
Level of theory: ωB97M-V with the def2-TZVPD basis set

Structure (ORCA input):
```
! wB97M-V def2-TZVPD RIJCOSX def2/J DEFGRID3
* xyz 0 3
C 1.1576 1.7790 -1.9986
C -0.7533 -0.8210 2.5553
C 1.0734 0.4537 -2.4027
C -0.9891 0.2764 -0.4246
N 1.2785 2.9032 -1.7506
Si 0.0222 -0.7081 0.8114
Cl 0.2576 -2.4069 -0.3503
H -1.7511 -0.7034 2.5979
H -0.5796 -1.6282 3.2582
H -0.1833 0.0240 3.0969
H 0.1774 0.0819 -2.9484
H 1.7894 -0.3469 -1.9645
H -1.6253 -0.0220 -1.1714
H -1.2137 1.3186 -0.2021
H 1.3393 -0.2004 0.8935
*
```

Total energy = -26164.8425 eV
Energy above the lowest of the compared OMol25 structures with the same formula, charge and spin = 0.0 kcal/mol

Results of the Löwdin charge analysis, in e, for atoms 1 through 8: -0.343, -0.214, -0.005, -0.159, 0.156, 0.174, 0.248, -0.033

***

Formula: C4H8ClOP
Source: the OMol25 dataset
Level of theory: ωB97M-V with the def2-TZVPD basis set

Structure (ORCA input):
```
! wB97M-V def2-TZVPD RIJCOSX def2/J DEFGRID3
* xyz 0 1
C 1.8781 0.2628 -0.0718
C 0.8055 -0.2498 0.5344
C 0.8462 -1.4390 1.4502
P -0.9726 0.6321 0.0485
C -1.4764 1.0310 -1.6432
O -1.2542 1.7970 0.9291
Cl -2.1487 -1.1396 0.4359
H 1.8068 1.1702 -0.7351
H 2.8977 -0.2180 0.0333
H 1.3718 -2.3209 1.0758
H 1.2547 -1.1920 2.4054
H -0.1925 -1.8455 1.4842
H -1.2302 0.2434 -2.2960
H -2.5113 1.1995 -1.6694
H -1.0749 2.0687 -1.9812
*
```

Structure (SMILES) = C=C(C)[P@](C)(=O)Cl
Total energy = -28136.5083 eV
Energy above the lowest of the compared OMol25 structures with the same formula, charge and spin = 23.4 kcal/mol

Results of the Löwdin charge analysis, in e, for atoms 1 through 8: -0.029, -0.386, -0.146, 0.458, -0.223, -0.392, 0.264, 0.069

***

Formula: C4H8ClP
Source: the OMol25 dataset
Level of theory: ωB97M-V with the def2-TZVPD basis set

Structure (ORCA input):
```
! wB97M-V def2-TZVPD RIJCOSX def2/J DEFGRID3
* xyz 0 1
C -1.3079 -0.2025 0.3164
C -0.3933 -1.3710 -0.0025
C -0.7768 -2.3802 -1.0429
C 0.1683 -1.5535 -1.3800
H -0.8021 0.7490 0.1397
H -1.6085 -0.2334 1.3628
H -2.2025 -0.2287 -0.3049
H 0.2090 -1.6920 0.8451
H -1.4224 -3.1886 -1.2810
H 0.8390 -1.1669 -2.1088
P 2.0213 2.4129 1.3123
Cl 2.8752 4.0800 0.6055
H 1.6762 1.8509 0.0725
H 0.7244 2.9240 1.4659
*
```

Structure (SMILES) = CC1C=C1.PCl
Total energy = -26086.1324 eV
Energy above the lowest of the compared OMol25 structures with the same formula, charge and spin = 37.4 kcal/mol

Results of the Löwdin charge analysis, in e, for atoms 1 through 8: -0.091, -0.346, -0.016, -0.017, 0.047, 0.066, 0.073, 0.105

***

Formula: C4H8CrO3
Source: the OMol25 dataset
Level of theory: ωB97M-V with the def2-TZVPD basis set

Structure (ORCA input):
```
! wB97M-V def2-TZVPD RIJCOSX def2/J DEFGRID3
* xyz 3 6
H 0.5557 -0.4367 -1.9586
C 0.7469 -1.6818 -0.2339
H 1.8000 -2.1229 -0.2039
H 0.4497 -2.6876 0.2286
C 0.1962 -1.3888 -1.5431
H -0.9072 -1.3833 -1.5376
H 0.6256 -2.3450 -1.9643
O 0.7486 -0.7340 0.9528
C 0.1214 0.4567 1.0511
O 0.5752 1.2711 1.8397
Cr 1.7436 1.6696 3.1920
O -0.8143 0.6344 0.2171
C -1.3646 1.9670 0.0302
H -1.8055 2.2941 0.9765
H -0.5614 2.6382 -0.2899
H -2.1098 1.8489 -0.7568
*
```

Total energy = -38802.6327 eV
Energy above the lowest of the compared OMol25 structures with the same formula, charge and spin = 0.0 kcal/mol

Results of the Löwdin charge analysis, in e, for atoms 1 through 8: 0.163, -0.010, 0.255, 0.269, 0.064, 0.173, 0.169, 0.145

***

Which formula does entry 6 have?
C4H8ClNO